Molecular formula: C55H95F5N2O28
Method: DFT, the ωB97M-V functional and the def2-TZVPD basis

Calculated values
* total energy: -132465.981 eV
* charge: 0

Structure (XYZ):
```
185
C55H95F5N2O28, DFT the ωB97M-V functional and the def2-TZVPD basis
C -1.13329 -6.27096 -1.09657
C -0.13125 -5.88064 0.01168
C -0.77200 -6.14086 1.42801
N -0.75427 -5.03448 2.43901
C -1.58900 -3.88634 1.88475
C 0.63782 -4.51592 2.83186
C 0.64469 -4.29314 4.31544
C -0.80083 -4.51492 4.73805
C -1.32528 -5.54711 3.73249
H -1.16582 -7.34545 -1.26857
H -0.83814 -5.85979 -2.08655
H -2.11495 -5.85141 -0.81563
H 0.10062 -4.78687 -0.10246
H 0.76652 -6.48018 -0.06113
H -0.27360 -6.94062 1.95425
H -1.86938 -6.48282 1.52620
H -1.41131 -3.79031 0.81696
H -1.25910 -3.00515 2.39189
H -2.66131 -4.06364 1.99395
H 0.76853 -3.58675 2.28878
H 1.31852 -5.22715 2.37979
H 0.88554 -3.26358 4.41172
H 1.27343 -4.93050 4.85545
H -1.32163 -3.57529 4.58055
H -0.85118 -4.89642 5.76286
H -2.39871 -5.57531 3.66403
H -0.84549 -6.53744 3.79552
C 6.75692 3.47628 -0.06931
C 5.27769 3.27121 -0.38545
C 4.73475 1.84151 -0.44469
N 3.24686 1.62270 -0.18040
C 2.78590 1.81730 1.25890
C 2.97182 0.13678 -0.54331
C 2.49660 0.07472 -2.00490
C 2.37852 1.51896 -2.41839
C 2.31468 2.42679 -1.17339
H 7.47887 3.18738 -0.87230
H 7.00742 2.94721 0.85726
H 7.02016 4.52299 0.04842
H 5.13186 3.76882 -1.35470
H 4.67921 3.81593 0.30507
H 5.28389 1.20183 0.18041
H 4.83687 1.43699 -1.47083
H 2.99348 2.85625 1.58822
H 3.47756 1.09906 1.77455
H 1.75104 1.58711 1.28286
H 2.16787 -0.18792 0.11360
H 3.90053 -0.28196 -0.19495
H 1.58454 -0.50922 -1.99058
H 3.25459 -0.55758 -2.56996
H 1.45569 1.64499 -3.00789
H 3.25662 1.81079 -3.04165
H 1.31776 2.34288 -0.70212
H 2.63633 3.43892 -1.41228
C -0.81207 0.60525 3.31379
C -0.39588 -0.65853 2.88590
C 0.02490 -0.78604 1.41024
O 0.48811 -1.93032 1.16454
C -0.30697 0.21177 0.47828
C -0.89324 1.41202 0.93726
C -1.13189 1.68205 2.45913
O -1.46685 2.81048 2.79866
O -1.27413 2.32615 0.18532
O -0.23704 -1.69624 3.54784
H -1.01613 0.81275 4.34285
H -0.25218 -0.05090 -0.55063
C 4.86165 0.88700 -9.00630
O 4.77978 0.09097 -7.81466
C 3.77583 0.46378 -6.90611
C 3.77988 -0.57353 -5.86004
O 2.64936 -0.48889 -5.03019
C 1.52052 -1.11972 -5.62600
C 0.51165 -1.40852 -4.48279
O 0.98714 -2.21608 -3.47329
C 0.01522 -2.51508 -2.42972
H 5.26811 1.88920 -8.91943
H 3.85896 0.92746 -9.42582
H 5.42712 0.24818 -9.70465
H 2.75457 0.39309 -7.36988
H 3.87087 1.50384 -6.42067
H 4.63019 -0.56026 -5.21940
H 3.81907 -1.55979 -6.38405
H 2.02358 -2.04121 -6.03966
H 1.08460 -0.43485 -6.41459
H -0.38080 -1.84335 -4.98007
H 0.18387 -0.41372 -4.13515
H -0.26651 -1.61639 -1.94441
H 0.62152 -3.18728 -1.79091
H -0.79233 -3.06363 -2.93370
C -4.42269 0.26156 -3.56456
O -4.43087 -0.28916 -2.29148
C -3.08542 -0.26064 -1.76082
C -2.99603 -1.34716 -0.70794
O -2.83850 -2.68767 -1.13918
C -4.06498 -3.35111 -1.57244
C -4.31963 -3.31228 -3.05232
O -3.39282 -4.17519 -3.62889
C -3.53807 -4.30707 -4.97760
H -4.00176 1.29826 -3.51294
H -5.39980 0.35117 -3.97842
H -3.71737 -0.23796 -4.20030
H -2.87666 0.71530 -1.32906
H -2.42021 -0.55358 -2.54826
H -3.95155 -1.33618 -0.14265
H -2.06624 -1.11410 -0.13034
H -4.90281 -2.95983 -1.00073
H -3.86852 -4.36328 -1.27194
H -4.05199 -2.29625 -3.37688
H -5.34592 -3.59059 -3.26368
H -4.61769 -4.52974 -5.34118
H -2.84901 -5.08407 -5.30137
H -3.34126 -3.30800 -5.46729
C 2.81366 2.16802 5.09688
O 3.94916 1.39614 4.79918
C 3.71853 0.04124 5.32413
C 3.27372 -1.00786 4.33784
O 4.21508 -1.08614 3.31499
C 3.80021 -2.03203 2.28815
C 4.46788 -3.36904 2.43271
O 3.76969 -4.18721 3.34890
C 4.51731 -5.17093 4.13646
H 3.02826 3.17198 4.75922
H 2.59711 2.44745 6.19127
H 1.83995 1.84585 4.61464
H 2.96871 0.05579 6.11002
H 4.66828 -0.29219 5.72261
H 2.35647 -0.75878 3.83231
H 3.02359 -1.91843 4.82455
H 4.28435 -1.60639 1.39676
H 2.70898 -2.07798 2.18723
H 5.53614 -3.24552 2.67562
H 4.49048 -3.88198 1.42885
H 5.10898 -5.85384 3.51231
H 3.79469 -5.62627 4.77146
H 5.17524 -4.62557 4.81717
C -3.62659 5.60005 3.91929
C -5.13800 5.27692 3.63329
O -5.44558 5.98686 2.48102
C -4.45860 7.01285 2.31569
O -4.40269 7.79301 1.44448
O -3.46040 6.84590 3.26283
F -5.84200 5.80490 4.65990
H -2.91296 4.97216 3.36588
H -3.39920 5.66678 4.94954
H -5.38998 4.24522 3.48124
C -1.58295 3.49211 -3.10290
C -0.66780 4.69486 -3.21109
O -0.04159 4.48819 -4.41303
C -0.01111 3.18533 -4.72833
O 0.60182 2.69298 -5.57798
O -0.94869 2.53012 -4.05105
F 0.34285 4.65549 -2.26316
H -2.56119 3.82097 -3.45606
H -1.54829 3.16994 -2.04389
H -1.24774 5.62193 -3.22268
C -3.49752 -1.20761 4.19380
C -3.83382 -0.86590 2.78230
O -4.22963 0.44372 2.71831
C -4.39631 0.89067 4.03325
O -4.75728 1.96800 4.25569
O -4.08832 -0.10145 4.85707
F -4.96574 -1.63775 2.37972
H -2.39485 -1.18861 4.35679
H -4.06841 -2.15194 4.38351
H -3.08952 -1.03626 1.98895
C -4.64537 3.03008 1.06883
C -4.86099 2.22512 -0.21866
O -4.18917 2.93848 -1.16634
C -3.76401 4.14335 -0.69261
O -3.11925 4.94692 -1.29917
O -4.09030 4.27466 0.59809
F -6.20923 2.16163 -0.56915
H -3.85386 2.59517 1.68973
H -5.54068 3.24293 1.55997
H -4.52034 1.20320 -0.27326
C -0.23883 5.09545 0.89411
C -0.17578 6.57543 0.99888
O 0.87059 6.93185 0.15492
C 1.68832 5.84489 0.04641
O 2.71618 5.84829 -0.53193
O 1.15367 4.79537 0.60350
F 0.06188 6.99669 2.32260
H -0.78161 4.74977 0.00448
H -0.74518 4.60430 1.75703
H -1.08824 7.09082 0.69093
```

Results of the Mulliken charge analysis, in e, for atoms 1 through 8: number 1, C, carries -1.23; number 2, C, carries 0.54; number 3, C, carries -1.27; number 4, N, carries 0.78; number 5, C, carries -0.35; number 6, C, carries 1.17; number 7, C, carries -0.38; number 8, C, carries -0.33

=====

Molecular formula: C56H102B6F24N11O5
Method: DFT, the ωB97M-V functional and the def2-TZVPD basis

Calculated values
* total energy: -155615.917 eV
* charge: +5

Structure (XYZ):
```
204
C56H102B6F24N11O5, DFT the ωB97M-V functional and the def2-TZVPD basis
C -19.66794 -7.16365 -4.96528
N -20.23886 -8.40513 -5.49061
C -19.94776 -8.77505 -6.74318
C -20.40940 -9.92140 -7.27402
C -21.22728 -10.78300 -6.48139
C -21.60683 -10.36043 -5.17541
C -21.10106 -9.16639 -4.77437
C -21.53553 -12.13715 -6.85963
C -22.07107 -12.44670 -8.15137
C -22.48735 -13.74420 -8.50690
N -22.27206 -14.75082 -7.69319
C -21.76192 -14.56027 -6.43311
C -21.35631 -13.30211 -6.06040
C -22.50069 -16.12330 -8.15015
H -19.77418 -6.49267 -5.81769
H -18.61791 -7.40226 -4.79611
H -20.08857 -6.81165 -4.02333
H -19.40441 -8.11416 -7.40227
H -20.20767 -10.16894 -8.30573
H -22.25622 -10.89080 -4.49467
H -21.37635 -8.78131 -3.80364
H -22.18949 -11.65331 -8.87449
H -22.92737 -14.01964 -9.45395
H -21.69351 -15.43031 -5.79691
H -20.74484 -13.31167 -5.17023
H -22.57861 -16.78626 -7.28846
H -21.68117 -16.45350 -8.78848
H -23.33705 -16.09788 -8.84868
C -18.47202 -0.81999 -6.49810
N -19.26893 -1.63416 -7.25903
C -19.51855 -1.25524 -8.53697
C -20.38411 -1.99877 -9.34079
C -21.00022 -3.12191 -8.82399
C -20.61371 -3.55917 -7.52445
C -19.78239 -2.79033 -6.78610
C -21.91830 -3.97919 -9.65123
C -21.65658 -4.07533 -11.02994
C -22.49089 -4.85102 -11.79910
N -23.58594 -5.44886 -11.25180
C -23.87376 -5.32030 -9.92423
C -22.99643 -4.62437 -9.06884
C -24.56481 -6.20605 -12.07837
H -18.94890 0.15874 -6.44550
H -17.59206 -0.76722 -7.13918
H -18.21166 -1.27117 -5.54063
H -18.99451 -0.34818 -8.79972
H -20.49043 -1.57731 -10.32946
H -20.94884 -4.49150 -7.09452
H -19.49775 -3.06190 -5.78031
H -20.82575 -3.62101 -11.54928
H -22.26256 -4.96356 -12.84868
H -24.71932 -5.87900 -9.55104
H -23.27910 -4.47984 -8.03656
H -24.03424 -6.55469 -12.96439
H -25.33692 -5.51102 -12.40834
H -24.94805 -7.05329 -11.50966
C -27.85943 -2.61721 -5.48419
N -26.61597 -2.78923 -4.77717
C -26.74276 -3.21071 -3.48356
C -25.55525 -3.46466 -2.75140
C -24.30285 -3.25746 -3.28936
C -24.21873 -2.70346 -4.58196
C -25.39962 -2.53584 -5.35954
C -23.07039 -3.47547 -2.51147
C -22.14733 -2.43823 -2.30120
C -21.01449 -2.75482 -1.57622
N -20.79695 -4.00393 -0.97814
C -21.77257 -4.94950 -1.07805
C -22.90585 -4.71264 -1.89774
C -19.50102 -4.36167 -0.38687
H -27.62475 -2.27492 -6.49209
H -28.29012 -1.78745 -4.92375
H -28.62599 -3.37252 -5.31105
H -27.75359 -3.39720 -3.15211
H -25.65384 -3.86418 -1.75287
H -23.24863 -2.55772 -5.03369
H -25.47798 -2.11535 -6.35123
H -22.29513 -1.43298 -2.66729
H -20.19352 -2.07435 -1.40483
H -21.47054 -5.89434 -0.65088
H -23.52444 -5.56490 -2.13735
H -19.06437 -3.47307 0.06902
H -18.81713 -4.77928 -1.12579
H -19.65703 -5.12831 0.37210
C -17.55594 -7.48203 -0.39964
C -16.20817 -7.22158 -1.14241
C -15.13177 -6.32639 -0.47191
O -14.69276 -6.94611 0.75273
C -13.61193 -6.21997 1.28734
N -15.68373 -8.67675 -1.42896
H -14.70754 -8.57907 -1.66897
H -15.61460 -9.20898 -0.57336
H -16.25256 -9.16486 -2.10593
H -18.38462 -6.77440 -0.37415
H -17.36722 -7.97403 0.55452
H -17.99232 -8.37544 -0.84630
H -16.44832 -6.83742 -2.13379
H -15.55435 -5.33879 -0.28707
H -14.32399 -6.36829 -1.20254
H -13.85122 -5.15945 1.36565
H -12.73267 -6.27319 0.64534
H -13.43768 -6.62589 2.28382
C -14.41640 -7.33596 -5.56602
C -15.59278 -7.45717 -6.56019
C -16.21801 -6.08514 -6.89802
O -17.28271 -5.94538 -7.86734
C -17.16970 -4.76275 -8.71665
N -15.26566 -8.31361 -7.85252
H -14.58966 -7.82288 -8.42024
H -14.97234 -9.25181 -7.62046
H -16.05086 -8.45993 -8.47072
H -13.95520 -8.31255 -5.41883
H -14.67856 -7.23394 -4.51294
H -13.71256 -6.60341 -5.96110
H -16.41174 -8.01624 -6.10760
H -15.37797 -5.42995 -7.12861
H -16.69653 -5.69850 -5.99822
H -18.00562 -4.93832 -9.39379
H -16.28245 -4.65331 -9.34027
H -17.30214 -3.84980 -8.13606
C -10.19296 -6.76635 -2.13716
C -10.60115 -5.83305 -3.30091
C -12.06809 -5.43133 -3.23326
O -12.42512 -4.58252 -4.33985
C -13.66283 -3.85689 -4.14987
N -9.75443 -4.56072 -3.25657
H -9.96552 -4.08361 -2.39175
H -8.76268 -4.74864 -3.29146
H -9.89887 -3.80858 -3.91499
H -9.16160 -7.08635 -2.28550
H -10.84231 -7.64180 -2.13151
H -10.26724 -6.26867 -1.17027
H -10.51632 -6.33643 -4.26399
H -12.38318 -4.93786 -2.31385
H -12.53541 -6.41584 -3.25481
H -13.43944 -3.13448 -3.36481
H -14.45389 -4.51920 -3.79819
H -13.85609 -3.26864 -5.04693
C -19.39654 3.49616 -2.91353
C -18.63621 2.92983 -1.66053
C -17.94291 1.52036 -1.95460
O -17.03874 1.00758 -0.95639
C -16.98931 -0.46105 -1.12470
N -17.59022 3.93639 -1.11928
H -18.06802 4.73074 -0.71825
H -16.78657 3.59172 -0.61384
H -17.07878 4.26576 -1.92553
H -18.76025 3.53335 -3.79776
H -19.93685 4.43216 -2.77189
H -20.23282 2.83919 -3.15254
H -19.30404 2.82184 -0.80587
H -17.44240 1.73091 -2.89972
H -18.74242 0.80758 -2.15670
H -16.30266 -0.86582 -0.38121
H -16.64567 -0.79598 -2.10339
H -17.93819 -0.97778 -0.98080
C -9.01341 2.10718 -1.28729
C -10.21351 1.16992 -1.16131
C -11.49007 1.54942 -1.99472
O -12.44956 0.56477 -1.70875
C -13.71462 0.67605 -2.37060
N -9.73074 -0.29343 -1.32610
H -9.31858 -0.42701 -0.41375
H -10.61050 -0.78672 -1.27335
H -9.14501 -0.68012 -2.05239
H -8.07274 1.70894 -0.90695
H -9.24401 3.03628 -0.76605
H -8.90290 2.41890 -2.32590
H -10.40889 1.33816 -0.10224
H -11.27339 1.35067 -3.04432
H -11.84738 2.57735 -1.93318
H -14.12159 -0.33510 -2.36475
H -13.63608 0.98140 -3.41401
H -14.35587 1.35572 -1.80939
B -11.38506 -3.04772 -0.58063
F -11.64745 -2.53266 -1.83958
F -10.27398 -3.81886 -0.68493
F -11.20782 -1.97039 0.29656
F -12.43413 -3.77456 -0.21768
B -21.26004 -1.12193 1.83176
F -21.01995 -2.49486 1.70407
F -20.28087 -0.49012 1.02248
F -22.57401 -0.90150 1.30256
F -21.22222 -0.66448 3.12930
B -17.23492 -3.51287 -3.41956
F -17.49815 -4.75350 -3.00097
F -17.41971 -3.35402 -4.74203
F -18.28806 -2.83193 -2.76167
F -16.01271 -3.16702 -2.94599
B -21.91327 0.53282 -5.39473
F -21.73762 1.60198 -4.60113
F -21.36617 0.70571 -6.64913
F -21.47706 -0.65344 -4.79889
F -23.25507 0.32950 -5.51314
B -17.31455 -10.43907 -4.02318
F -17.06120 -11.33951 -3.04549
F -18.53297 -10.91038 -4.46846
F -17.51133 -9.15685 -3.50759
F -16.26529 -10.45762 -4.99689
B -16.99906 -3.46721 2.66189
F -17.31347 -4.17936 1.56595
F -18.16295 -3.29368 3.35484
F -16.13340 -4.14231 3.53414
F -16.50793 -2.22970 2.26682
```

Results of the Mulliken charge analysis, in e, for atoms 1 through 8: number 1, C, carries -0.06; number 2, N, carries 0.51; number 3, C, carries -0.46; number 4, C, carries -0.80; number 5, C, carries 1.10; number 6, C, carries -1.02; number 7, C, carries -0.11; number 8, C, carries 0.50

=====

no.,HOMO-LUMO gap (eV),E_HOMO (eV),molar mass (g/mol)
1,7.5,-7.5,1327.34
2,2.8,-14.6,1530.33